# 1
{"formula": "C3H7O", "method": "wB97M-V/def2-TZVPD", "species": ["O", "H", "C", "C", "C", "H", "H", "H", "H", "H", "H"], "xyz": [[-0.6570, -2.0258, 0.3103], [-0.6116, -1.1604, -0.1993], [0.2404, 1.5968, 0.8743], [0.6319, 0.6331, -0.0255], [-0.0888, 0.2843, -1.1121], [0.6294, 1.5210, 1.9255], [-0.0166, -2.5266, -0.2424], [-0.1940, 2.6554, 0.7528], [1.3831, -0.0593, 0.2146], [0.4184, -0.0326, -2.0445], [-1.0537, 0.7245, -1.3089]], "mulliken_charge": [-0.8718, 0.3474, -0.8185, 0.0416, -1.1586, 0.1686, 0.2984, 0.1826, 0.2929, 0.2326, 0.2847], "homo_energy_ev": -1.36, "de_lowest_kcal_mol": 39.32, "charge": -1, "homo_lumo_gap_ev": 6.12, "energy_ha": -193.6683}

---

# 2
{"formula": "C10H14F3N2", "method": "wB97M-V/def2-TZVPD", "species": ["C", "N", "C", "C", "C", "C", "C", "C", "C", "H", "H", "H", "H", "H", "H", "H", "H", "H", "H", "F", "C", "F", "F", "C", "N", "H", "H", "H", "H"], "xyz": [[-1.1340, -1.1522, -2.1478], [-0.3872, -1.1222, -0.8791], [1.0501, -1.1447, -0.9044], [1.7408, -2.3617, -0.9233], [3.1372, -2.3686, -0.9623], [3.8372, -1.1557, -0.9875], [3.1473, 0.0599, -0.9826], [1.7514, 0.0653, -0.9448], [-1.1050, -1.0254, 0.2218], [-0.4423, -1.1756, -2.9922], [-1.7700, -2.0437, -2.1560], [-1.7762, -0.2652, -2.2221], [1.1756, -3.2942, -0.8958], [3.6725, -3.3179, -0.9750], [4.9278, -1.1613, -1.0122], [3.6847, 1.0091, -1.0122], [1.1894, 1.0000, -0.9426], [-0.6150, -1.0234, 1.1953], [-2.1890, -1.0872, 0.1148], [-2.2975, 2.5970, 4.1103], [-1.8269, 2.7670, 2.8356], [-2.0360, 4.0676, 2.4748], [-0.4671, 2.5556, 2.8625], [-2.4720, 1.8131, 1.8585], [-1.8244, 1.8861, 0.5548], [-2.3958, 0.8252, 2.3435], [-3.5158, 2.1403, 1.7627], [-0.8282, 1.7165, 0.6721], [-2.2317, 1.1962, -0.0669]], "mulliken_charge": [-0.8569, 0.3960, -0.0427, -0.2003, -0.6457, -0.3694, -0.7303, -0.0452, -0.5381, 0.3184, 0.4087, 0.3565, 0.4162, 0.3829, 0.4057, 0.3827, 0.3960, 0.3329, 0.5483, -0.2391, 0.7536, -0.2386, -0.2666, -0.5179, -0.5718, 0.2794, 0.3659, 0.2811, 0.2384], "homo_energy_ev": -13.55, "de_lowest_kcal_mol": 0.00, "charge": 1, "homo_lumo_gap_ev": 8.32, "energy_ha": -798.2888}

---

# 3
{"formula": "C39H42BaBrF4NO4PSi", "method": "wB97M-V/def2-TZVPD", "species": ["Ba", "C", "O", "C", "C", "O", "C", "C", "O", "C", "H", "H", "H", "H", "H", "H", "H", "H", "H", "H", "H", "H", "H", "H", "F", "C", "C", "F", "C", "F", "C", "P", "C", "C", "C", "C", "C", "C", "C", "C", "C", "C", "C", "C", "C", "Br", "C", "F", "H", "H", "H", "H", "H", "H", "H", "H", "H", "H", "C", "Si", "C", "C", "N", "C", "C", "C", "C", "C", "C", "O", "C", "C", "C", "C", "C", "C", "H", "H", "H", "H", "H", "H", "H", "H", "H", "H", "H", "H", "H", "H", "H", "H", "H", "H"], "xyz": [[1.2707, -0.8733, 0.5642], [-2.5319, -1.3537, 1.0897], [-1.2817, -1.2865, 1.7633], [-1.3730, -0.4982, 2.9491], [0.0227, -0.3671, 3.5023], [0.8287, 0.4024, 2.5938], [1.2727, 1.6928, 3.0340], [0.1705, 2.6419, 3.4415], [-0.8073, 2.7499, 2.4388], [-1.7999, 3.6881, 2.8209], [-3.2814, -1.8258, 1.7293], [-2.3914, -1.9594, 0.1970], [-2.8692, -0.3557, 0.8054], [-2.0169, -0.9888, 3.6887], [-1.7760, 0.4911, 2.7027], [0.4692, -1.3629, 3.5832], [0.0153, 0.0848, 4.4951], [1.8233, 2.1056, 2.1859], [1.9610, 1.5735, 3.8758], [0.6438, 3.6148, 3.6423], [-0.2978, 2.3112, 4.3824], [-2.1452, 3.4926, 3.8420], [-2.6367, 3.5785, 2.1398], [-1.4114, 4.7089, 2.7657], [-1.6851, 2.6758, -7.4229], [-1.6514, 2.5547, -6.1002], [-2.5052, 3.3031, -5.3083], [-3.3613, 4.1537, -5.8697], [-2.4589, 3.1550, -3.9309], [-3.3094, 3.9061, -3.2218], [-1.5849, 2.2839, -3.2961], [-1.6048, 2.0408, -1.4696], [-1.0380, 3.6826, -0.8996], [0.2939, 3.7063, -0.4838], [0.8940, 4.8805, -0.0591], [0.1560, 6.0543, -0.0236], [-1.1677, 6.0472, -0.4384], [-1.7596, 4.8748, -0.8844], [-3.4085, 1.8551, -1.2313], [-4.2708, 2.6831, -0.5249], [-5.6184, 2.3672, -0.4142], [-6.1235, 1.2259, -1.0162], [-5.2703, 0.3862, -1.7195], [-3.9238, 0.6931, -1.8129], [-0.7243, 1.5561, -4.1163], [0.5344, 0.3187, -3.4495], [-0.7610, 1.6784, -5.4962], [0.0473, 0.9643, -6.2784], [0.8738, 2.7882, -0.5109], [1.9338, 4.8828, 0.2380], [0.6138, 6.9741, 0.3125], [-1.7422, 6.9627, -0.4281], [-2.7748, 4.9093, -1.2492], [-3.9072, 3.5881, -0.0643], [-6.2767, 3.0259, 0.1345], [-7.1764, 0.9944, -0.9443], [-5.6541, -0.5081, -2.1905], [-3.2608, 0.0263, -2.3556], [3.5114, -0.8009, 3.7906], [3.8149, -2.5092, 3.0446], [3.1562, -3.7987, 4.2512], [5.6861, -2.6112, 2.8607], [2.9840, -2.5983, 1.5304], [3.0921, -3.7548, 0.7793], [3.8740, -4.8730, 1.1365], [3.9754, -6.0106, 0.3573], [3.2789, -6.1127, -0.8352], [2.4786, -5.0504, -1.2263], [2.4082, -3.9195, -0.4427], [1.5616, -2.8239, -0.8251], [1.0053, -2.8887, -2.1080], [-0.3494, -3.1327, -2.2275], [-0.9101, -3.2047, -3.4976], [-0.1107, -3.0558, -4.6200], [1.2509, -2.8141, -4.4793], [1.8184, -2.7205, -3.2192], [4.2884, -0.6038, 4.5291], [2.5559, -0.7146, 4.3024], [3.5866, -0.0135, 3.0377], [3.9444, -4.2387, 4.8612], [2.6666, -4.6094, 3.7126], [2.4261, -3.3629, 4.9349], [6.1542, -3.0580, 3.7383], [6.1015, -1.6092, 2.7455], [5.9881, -3.1928, 1.9920], [4.4243, -4.8424, 2.0638], [4.6025, -6.8247, 0.6913], [3.3433, -6.9958, -1.4519], [1.9093, -5.1251, -2.1416], [-0.9433, -3.3034, -1.3373], [-1.9673, -3.4038, -3.6055], [-0.5454, -3.1296, -5.6062], [1.8731, -2.6943, -5.3547], [2.8799, -2.5535, -3.0886]], "mulliken_charge": [2.1391, -0.5411, -0.1622, -0.5714, -0.7860, -0.3290, -0.6315, -1.0346, 0.3065, -0.7621, 0.3431, 0.0886, 0.1564, 0.4404, 0.1720, 0.2470, 0.5505, 0.3895, 0.4397, 0.4923, 0.3888, 0.4152, 0.0314, 0.2788, -0.2777, 0.6560, 0.1872, -0.2826, 0.2546, -0.3833, -0.2947, 0.4124, 0.8489, -0.5540, -0.6092, -0.6033, -0.8870, -0.1047, 0.8534, -0.1808, -0.7321, -0.6303, -0.6518, -1.0403, 0.2122, -0.1140, 0.2666, -0.3390, 0.3431, 0.4539, 0.4101, 0.4465, 0.3786, 0.1635, 0.4359, 0.4012, 0.4427, 0.5151, -1.0064, 0.0264, -1.2413, -1.2678, 0.2000, 0.4006, -0.0370, -1.2713, -0.8650, -0.6364, 0.0047, -0.3301, -0.2176, 0.3435, -0.8098, -0.5106, -0.7193, -0.2624, 0.5102, 0.2789, 0.1262, 0.4068, 0.3980, 0.3341, 0.3822, 0.3328, 0.4016, 0.3388, 0.4254, 0.4122, 0.4052, 0.5890, 0.4654, 0.4475, 0.4266, 0.4602], "homo_energy_ev": -9.16, "de_lowest_kcal_mol": 33.05, "charge": 1, "homo_lumo_gap_ev": 6.62, "energy_ha": -5496.6953}